Formula: C20H31F6N2O9S3SiY
Source: OMol25
Level of theory: ωB97M-V/def2-TZVPD

**HOMO level**: -9.1 eV
**Largest force on an atom**: 0.0089 hartree/bohr
**Calculated total energy**: -3689.367910 hartree
**Energy above the lowest of the compared OMol25 structures with the same formula, charge and spin**: 0.0519 eV
**Kohn-Sham gap**: 9.0 eV

Cartesian coordinates (Å):
Y 1.67 1.17 0.45
O 2.80 5.16 0.53
C 2.13 4.17 0.73
O 2.53 3.02 1.17
C 0.63 4.22 0.49
C -0.05 5.42 0.41
C -1.43 5.38 0.35
C -2.08 4.16 0.37
C -1.32 3.00 0.41
N 0.01 3.03 0.45
H 0.52 6.33 0.43
H -2.00 6.30 0.31
H -3.16 4.09 0.36
H -1.79 2.02 0.43
F 5.16 3.60 -1.85
C 5.27 2.37 -2.33
F 6.47 1.89 -2.08
F 5.03 2.37 -3.63
S 4.01 1.32 -1.49
O 4.29 1.30 -0.07
O 2.70 1.89 -1.78
N 4.26 -0.06 -2.19
S 3.57 -1.28 -1.46
O 3.37 -2.37 -2.34
O 2.41 -0.84 -0.66
C 4.78 -1.88 -0.16
F 6.02 -1.59 -0.53
F 4.64 -3.20 -0.04
F 4.53 -1.31 1.01
C -3.12 -1.51 2.87
C -3.35 -0.25 2.05
C -4.71 -0.28 1.39
C -3.19 1.00 2.92
O -2.39 -0.15 0.98
Si -0.88 -0.74 0.84
S 0.42 -0.10 2.35
O -0.28 0.05 -0.54
C -0.78 -0.03 -1.94
C -1.15 1.37 -2.38
C -1.99 -0.95 -2.03
C 0.35 -0.56 -2.82
O -1.02 -2.34 0.63
C -0.27 -3.56 0.68
C 0.29 -3.84 -0.71
C 0.85 -3.49 1.70
C -1.28 -4.63 1.07
H -3.87 -1.57 3.66
H -2.13 -1.50 3.34
H -3.21 -2.39 2.24
H -5.51 -0.31 2.13
H -4.80 -1.16 0.75
H -4.85 0.61 0.77
H -3.91 0.97 3.75
H -3.38 1.90 2.33
H -2.18 1.05 3.33
H -2.02 1.74 -1.84
H -1.39 1.36 -3.44
H -0.32 2.07 -2.23
H -2.80 -0.60 -1.40
H -1.74 -1.97 -1.74
H -2.33 -0.95 -3.07
H 1.21 0.11 -2.81
H -0.02 -0.63 -3.84
H 0.66 -1.56 -2.50
H 0.99 -3.05 -1.00
H -0.51 -3.88 -1.45
H 0.82 -4.79 -0.72
H 1.60 -2.74 1.41
H 1.34 -4.46 1.78
H 0.46 -3.21 2.68
H -2.11 -4.64 0.36
H -1.68 -4.44 2.06
H -0.81 -5.62 1.07

---

Formula: CH9N2O
Source: OMol25
Level of theory: ωB97M-V/def2-TZVPD

**HOMO level**: -14.2 eV
**Largest force on an atom**: 0.0154 hartree/bohr
**Calculated total energy**: -228.008619 hartree
**Charge**: +1
**Energy above the lowest of the compared OMol25 structures with the same formula, charge and spin**: 0.1877 eV
**Kohn-Sham gap**: 10.9 eV

Cartesian coordinates (Å):
O -1.94 -1.51 -0.66
H -2.45 -0.98 -1.28
H 0.47 -0.74 1.19
H -2.40 -2.34 -0.53
N 0.51 -0.56 0.19
C 0.39 0.91 -0.05
N 1.47 1.53 0.64
H 1.44 -0.86 -0.10
H -0.24 -1.13 -0.26
H 0.52 1.06 -1.12
H -0.62 1.21 0.26
H 1.56 1.33 1.63
H 1.70 2.48 0.40

---

Formula: C3H9N3O
Source: OMol25
Level of theory: ωB97M-V/def2-TZVPD

**HOMO level**: -8.3 eV
**Largest force on an atom**: 0.0304 hartree/bohr
**Calculated total energy**: -359.168688 hartree
**SMILES string**: [H]/N=C(/NN)[C@H](C)O
**Energy above the lowest of the compared OMol25 structures with the same formula, charge and spin**: 2.0613 eV
**Kohn-Sham gap**: 9.0 eV

Cartesian coordinates (Å):
H -0.94 1.73 -1.37
N -0.97 1.67 -0.35
C -0.28 0.66 0.09
N -0.15 0.32 1.43
N -0.62 1.25 2.38
C 0.47 -0.25 -0.90
C -0.39 -1.45 -1.26
O 1.68 -0.71 -0.30
H 0.70 -0.22 1.62
H -0.34 1.00 3.33
H -0.26 2.18 2.17
H 0.72 0.33 -1.79
H -0.42 -2.18 -0.45
H -1.41 -1.16 -1.51
H 0.04 -1.97 -2.13
H 2.16 -1.22 -0.98

---

Formula: C20H65N23O13
Source: OMol25
Level of theory: ωB97M-V/def2-TZVPD

**HOMO level**: -4.7 eV
**Largest force on an atom**: 0.1813 hartree/bohr
**Calculated total energy**: -3038.414439 hartree
**Kohn-Sham gap**: 3.0 eV

Cartesian coordinates (Å):
O -25.22 3.17 -13.90
H -26.16 3.34 -13.99
H -25.16 2.22 -13.77
H -24.67 3.47 -14.62
C -21.76 -3.29 -13.61
C -22.05 -1.81 -14.02
C -21.04 -1.43 -15.10
C -21.26 -2.13 -16.41
C -22.65 -1.99 -17.01
C -23.71 -2.31 -16.01
N -23.39 -1.75 -14.65
O -24.54 -1.67 -13.73
C -23.78 -3.86 -16.02
C -25.03 -1.65 -16.60
C -21.89 -0.82 -12.78
H -20.96 -3.88 -14.04
H -22.65 -3.89 -13.80
H -21.54 -3.24 -12.54
H -20.05 -1.48 -14.67
H -21.03 -0.36 -15.34
H -21.06 -3.19 -16.27
H -20.74 -1.64 -17.23
H -22.65 -2.45 -17.99
H -22.78 -0.93 -17.25
H -24.34 -4.24 -15.16
H -22.79 -4.32 -15.97
H -24.12 -4.22 -16.99
H -25.03 -0.56 -16.53
H -25.84 -2.00 -15.96
H -25.13 -1.98 -17.63
H -20.84 -0.71 -12.53
H -22.42 -1.00 -11.84
H -22.04 0.22 -13.07
C -14.22 4.04 -14.08
O -13.34 3.89 -14.93
N -14.19 4.02 -12.79
N -15.50 4.02 -14.42
H -14.96 4.34 -12.22
H -13.42 3.70 -12.22
H -15.62 4.01 -15.42
H -16.18 4.33 -13.74
C -31.39 3.26 -13.81
O -30.38 3.70 -14.28
N -31.92 3.82 -12.76
N -31.98 2.21 -14.21
H -31.43 4.64 -12.43
H -32.51 3.45 -12.03
H -32.86 1.99 -13.78
H -31.64 1.63 -14.96
C -15.42 -4.82 -21.83
O -16.60 -4.65 -22.08
N -14.85 -5.89 -22.34
N -14.63 -3.96 -21.18
H -15.49 -6.35 -22.97
H -13.87 -6.09 -22.20
H -15.07 -3.10 -20.88
H -13.63 -4.04 -21.30
C -29.59 -5.34 -11.33
O -30.14 -6.14 -10.63
N -28.96 -5.50 -12.50
N -29.35 -4.13 -10.93
H -28.48 -4.73 -12.94
H -29.17 -6.33 -13.03
H -28.67 -3.60 -11.45
H -29.33 -3.90 -9.94
C -18.48 -10.49 -18.18
O -17.34 -10.21 -18.42
N -18.90 -11.66 -18.33
N -19.50 -9.76 -17.77
H -18.19 -12.35 -18.50
H -19.76 -12.02 -17.93
H -20.36 -10.25 -17.59
H -19.33 -8.97 -17.18
C -14.43 -3.70 -11.99
O -13.52 -3.06 -12.46
N -15.27 -4.42 -12.65
N -14.65 -3.89 -10.72
H -15.18 -4.54 -13.65
H -15.94 -4.89 -12.05
H -15.21 -4.57 -10.23
H -13.89 -3.52 -10.17
C -24.97 -4.81 -7.23
O -25.20 -5.53 -6.28
N -24.68 -5.32 -8.39
N -24.74 -3.51 -7.18
H -24.41 -4.60 -9.04
H -24.79 -6.32 -8.50
H -24.93 -3.20 -6.23
H -24.53 -3.03 -8.04
C -30.21 -9.98 -17.40
O -30.87 -9.00 -17.30
N -30.24 -11.04 -16.62
N -29.24 -10.23 -18.20
H -30.98 -11.08 -15.92
H -29.88 -11.92 -16.94
H -28.57 -10.96 -17.98
H -29.04 -9.46 -18.83
C -19.85 5.60 -8.38
O -18.84 5.71 -9.08
N -21.08 5.69 -8.77
N -19.74 5.36 -7.10
H -21.33 5.46 -9.72
H -21.84 5.69 -8.10
H -20.63 5.23 -6.65
H -18.85 5.23 -6.64
C -23.55 4.64 -20.36
O -24.04 4.76 -19.19
N -24.17 4.16 -21.40
N -22.26 4.74 -20.68
H -23.72 4.15 -22.30
H -25.14 3.89 -21.23
H -21.98 4.80 -21.65
H -21.61 4.62 -19.91
C -20.62 -1.00 -24.88
O -21.36 -0.32 -25.61
N -20.09 -2.16 -25.11
N -20.19 -0.57 -23.72
H -19.50 -2.55 -24.39
H -20.34 -2.61 -25.98
H -19.47 -1.09 -23.23
H -20.30 0.41 -23.53

---

Formula: C4H9N3
Source: OMol25
Level of theory: ωB97M-V/def2-TZVPD

**HOMO level**: -9.7 eV
**Largest force on an atom**: 0.1206 hartree/bohr
**Calculated total energy**: -321.920114 hartree
**Energy above the lowest of the compared OMol25 structures with the same formula, charge and spin**: 4.6325 eV
**Kohn-Sham gap**: 10.5 eV

Cartesian coordinates (Å):
C -1.17 0.36 0.71
C -0.40 -0.60 1.51
C -0.38 -0.56 0.05
C 0.88 -0.36 -0.99
H -0.29 2.31 0.10
H 0.47 1.37 1.19
H -2.18 0.29 0.61
H 0.41 0.27 2.14
H -0.76 -1.35 2.26
H -1.05 -1.18 -0.37
H 1.03 -0.15 -3.08
H -0.57 -0.81 -2.41
H 2.12 -0.62 0.26
N -0.61 1.73 1.03
N 0.37 -0.19 -2.30
N 2.11 -0.50 -0.72

---

Formula: C39H48P2PbSi
Source: OMol25
Level of theory: ωB97M-V/def2-TZVPD

**HOMO level (spin up / spin down)**: -11.4 / -12.2 eV
**Largest force on an atom**: 0.0827 hartree/bohr
**Calculated total energy**: -2679.169349 hartree
**Charge**: +2
**Energy above the lowest of the compared OMol25 structures with the same formula, charge and spin**: 2.0651 eV
**Kohn-Sham gap (spin up / spin down)**: 5.2 / 6.1 eV

Cartesian coordinates (Å):
Pb -0.09 2.46 -2.62
C -1.65 1.35 -3.86
C -1.66 0.04 -3.38
C -1.07 -1.12 -4.09
C 0.34 -0.86 -4.67
C 1.15 0.12 -3.92
C 1.30 1.46 -4.18
C 0.42 2.29 -5.14
C -1.06 1.81 -5.20
C 1.99 -0.05 2.36
H -2.46 2.00 -3.44
H -2.35 -0.21 -2.56
H -1.72 -1.53 -4.90
H -1.02 -1.94 -3.36
H 0.85 -1.83 -4.68
H 0.23 -0.55 -5.72
H 1.93 -0.38 -3.33
H 2.28 1.90 -3.98
H 0.92 2.37 -6.11
H 0.40 3.35 -4.80
H -1.70 2.66 -5.51
H -1.15 1.05 -5.97
H 1.28 0.76 2.53
H 2.87 0.10 3.01
H 1.52 -0.99 2.68
P -1.53 -1.16 0.64
P 2.52 -0.23 0.67
C -0.02 -1.37 -0.41
C 1.28 -0.90 -0.45
C -2.36 -2.73 0.55
C -2.65 -3.43 -0.64
C -3.47 -4.57 -0.57
C -3.97 -5.00 0.67
C -3.64 -4.33 1.86
C -2.83 -3.20 1.80
C -2.81 0.01 -0.02
C -2.30 1.24 -0.48
C -3.18 2.31 -0.67
C -4.56 2.17 -0.53
C -5.09 0.91 -0.25
C -4.22 -0.15 0.03
C 3.97 -1.34 0.67
C 3.76 -2.69 1.04
C 4.83 -3.56 1.22
C 6.14 -3.12 0.98
C 6.36 -1.81 0.54
C 5.29 -0.92 0.37
C 3.01 1.41 0.02
C 3.42 2.43 0.89
C 3.65 3.74 0.43
C 3.54 4.03 -0.93
C 3.26 3.00 -1.83
C 3.01 1.70 -1.36
H -0.30 -2.09 -1.21
H 1.76 -1.05 -1.43
H -2.26 -3.10 -1.60
H -3.70 -5.12 -1.48
H -4.63 -5.87 0.71
H -4.01 -4.67 2.83
H -2.55 -2.66 2.71
H -1.20 1.31 -0.60
H -2.73 3.29 -0.88
H -5.21 3.04 -0.63
H -6.17 0.76 -0.26
H -4.66 -1.13 0.29
H 2.74 -3.04 1.22
H 4.64 -4.58 1.55
H 6.98 -3.80 1.13
H 7.38 -1.47 0.34
H 5.48 0.10 0.02
H 3.56 2.21 1.95
H 3.93 4.53 1.13
H 3.66 5.05 -1.31
H 3.19 3.24 -2.90
H 2.80 0.90 -2.08
C 0.10 0.26 5.61
Si -1.33 1.11 4.68
C -2.94 0.50 5.46
C -1.18 2.99 4.82
C -1.41 0.48 2.94
H 0.29 0.74 6.59
H 1.03 0.28 5.03
H -0.16 -0.79 5.81
H -3.10 0.95 6.45
H -3.78 0.75 4.81
H -2.93 -0.59 5.58
H -0.26 3.37 4.34
H -2.03 3.48 4.33
H -1.16 3.33 5.87
H -0.81 -0.41 2.60
H -1.98 0.95 2.14

---

Formula: C12H15BINO5
Source: OMol25
Level of theory: ωB97M-V/def2-TZVPD

**HOMO level**: -9.6 eV
**Largest force on an atom**: 0.1859 hartree/bohr
**Calculated total energy**: -1219.378350 hartree
**SMILES string**: C#CC[C@H]1C(=O)O[C@](B(C)O)(N(C(C)=O)C(C)=O)[C@@H]1I
**Kohn-Sham gap**: 8.8 eV

Cartesian coordinates (Å):
C -3.85 2.19 0.39
C -2.53 2.55 0.68
C -1.02 2.91 1.24
C 0.21 2.27 0.37
C 1.56 1.72 1.10
O 2.22 2.21 2.17
O 1.98 0.54 0.28
C 0.68 -0.11 -0.08
B 0.14 -0.51 1.46
C 1.15 -1.34 2.52
O -1.21 -0.22 1.98
N 0.70 -1.48 -0.72
C 1.32 -1.49 -2.10
C 2.95 -1.57 -2.29
O 0.59 -1.41 -3.25
C -0.63 -2.19 -0.65
C -2.08 -1.63 -1.16
O -0.60 -3.46 -0.16
C -0.10 1.14 -0.79
I 0.88 2.12 -2.55
H -4.94 1.94 -0.01
H -0.90 4.09 1.21
H -0.91 2.60 2.37
H 0.59 3.22 -0.25
H 1.73 -0.63 3.25
H 1.89 -2.03 1.89
H 0.45 -2.05 3.14
H -1.76 -1.06 2.06
H 3.24 -2.36 -3.12
H 3.54 -1.83 -1.31
H 3.41 -0.53 -2.67
H -2.17 -1.51 -2.34
H -2.44 -0.65 -0.58
H -2.89 -2.45 -0.87
H -1.18 1.01 -1.22

---

Formula: C58H64FGeN5P2SeSi2Ti
Source: OMol25
Level of theory: ωB97M-V/def2-TZVPD

**HOMO level (spin up / spin down)**: -2.8 / -4.9 eV
**Largest force on an atom**: 0.0437 hartree/bohr
**Multiplicity**: 2
**Calculated total energy**: -9211.894118 hartree
**Charge**: -1
**Energy above the lowest of the compared OMol25 structures with the same formula, charge and spin**: 1.5048 eV
**<S²>**: 0.78
**Kohn-Sham gap (spin up / spin down)**: 5.0 / 6.7 eV

Cartesian coordinates (Å):
Ti -0.19 0.06 0.55
C 4.03 -0.97 0.38
C 4.11 -2.37 0.34
C 2.96 -3.09 0.31
C 1.69 -2.43 0.33
N 1.64 -1.07 0.47
C 2.78 -0.39 0.45
N 0.64 -3.22 0.17
C -0.63 -2.88 0.28
N -1.18 -1.70 0.72
C -2.53 -1.87 0.82
N -3.43 -1.08 1.37
C -3.18 0.12 1.87
C -4.25 0.67 2.65
C -4.14 1.89 3.22
C -2.93 2.59 3.05
C -1.94 2.01 2.30
N -2.01 0.82 1.69
C -2.89 -3.20 0.41
C -4.10 -3.87 0.40
C -4.11 -5.19 -0.01
C -2.92 -5.84 -0.36
C -1.70 -5.19 -0.31
C -1.68 -3.85 0.07
H 4.92 -0.36 0.38
H 5.08 -2.85 0.34
H 2.95 -4.16 0.27
H 2.68 0.69 0.52
H -5.13 0.05 2.75
H -4.94 2.32 3.81
H -2.77 3.56 3.49
H -1.00 2.54 2.21
H -5.00 -3.36 0.71
H -5.04 -5.74 -0.06
H -2.97 -6.87 -0.67
H -0.78 -5.71 -0.54
C 2.34 -0.74 3.56
Si 0.85 0.38 2.93
C -0.19 0.49 4.59
C 1.70 2.14 2.88
C 2.44 2.55 3.98
C 3.09 3.77 4.02
C 2.99 4.62 2.93
C 2.25 4.23 1.83
C 1.60 3.00 1.77
Si 0.58 2.54 0.17
C 1.74 3.22 -1.26
C -0.68 4.07 0.11
H 2.47 -0.69 4.64
H 3.27 -0.42 3.10
H 2.18 -1.78 3.30
H 0.46 0.55 5.46
H -0.83 -0.38 4.72
H -0.83 1.36 4.61
H 2.52 1.89 4.84
H 3.67 4.06 4.88
H 3.48 5.59 2.94
H 2.16 4.91 0.99
H 1.93 4.29 -1.19
H 1.27 3.02 -2.23
H 2.70 2.71 -1.28
H -0.48 4.76 0.92
H -1.71 3.75 0.22
H -0.60 4.62 -0.82
F 0.24 -0.17 -1.27
C 6.89 2.04 -4.10
Ge 5.57 1.07 -2.94
C 6.28 -0.77 -2.70
C 5.48 2.11 -1.24
C 3.82 1.04 -3.89
Se 2.27 0.37 -2.84
C 2.40 -1.53 -3.23
H 7.88 2.01 -3.66
H 6.60 3.09 -4.20
H 6.94 1.60 -5.09
H 7.26 -0.74 -2.23
H 6.39 -1.25 -3.67
H 5.63 -1.38 -2.09
H 6.40 2.01 -0.68
H 4.66 1.77 -0.60
H 5.32 3.16 -1.46
H 3.87 0.49 -4.82
H 3.55 2.07 -4.13
H 3.37 -1.90 -2.90
H 2.25 -1.70 -4.29
H 1.61 -2.00 -2.66
C -2.59 2.50 -2.35
P -2.26 0.81 -1.59
C -1.71 -0.10 -3.08
C -1.01 0.58 -4.07
C -0.60 -0.05 -5.23
C -0.83 -1.40 -5.39
C -1.39 -2.13 -4.35
C -1.80 -1.49 -3.19
C -4.00 0.33 -1.28
C -4.59 -0.89 -1.61
C -5.84 -1.22 -1.14
C -6.54 -0.35 -0.31
C -5.97 0.86 0.03
C -4.71 1.19 -0.44
P -3.71 2.96 -3.80
C -2.66 2.91 -5.31
C -3.21 2.51 -6.53
C -2.49 2.64 -7.70
C -1.22 3.20 -7.69
C -0.68 3.64 -6.49
C -1.41 3.53 -5.32
C -4.75 1.47 -4.02
C -4.37 0.31 -4.70
C -5.26 -0.74 -4.81
C -6.53 -0.65 -4.26
C -6.91 0.50 -3.59
C -6.03 1.55 -3.47
H -1.62 2.97 -2.53
H -3.04 3.08 -1.53
H -0.76 1.62 -3.93
H -0.09 0.52 -5.99
H -0.54 -1.90 -6.31
H -1.50 -3.20 -4.44
H -2.16 -2.09 -2.36
H -4.08 -1.59 -2.25
H -6.28 -2.17 -1.41
H -7.51 -0.63 0.08
H -6.49 1.55 0.67
H -4.26 2.12 -0.11
H -4.20 2.09 -6.55
H -2.92 2.30 -8.63
H -0.66 3.30 -8.61
H 0.30 4.09 -6.47
H -0.99 3.91 -4.40
H -3.39 0.23 -5.14
H -4.96 -1.64 -5.32
H -7.22 -1.48 -4.35
H -7.90 0.57 -3.14
H -6.31 2.45 -2.95